(1)
{"formula": "C21H23N5O", "method": "wB97M-V/def2-TZVPD", "species": ["O", "N", "N", "N", "N", "N", "C", "C", "C", "C", "C", "C", "C", "C", "C", "C", "C", "C", "C", "C", "C", "C", "C", "C", "C", "C", "C", "H", "H", "H", "H", "H", "H", "H", "H", "H", "H", "H", "H", "H", "H", "H", "H", "H", "H", "H", "H", "H", "H", "H"], "xyz": [[3.433, -1.529, 0.111], [-5.249, 0.026, -2.165], [0.626, 0.372, 0.891], [2.863, -0.644, 2.162], [-3.848, -1.497, -3.401], [-3.068, -0.308, -1.561], [6.390, 1.754, 1.505], [6.249, 0.103, 3.626], [-1.517, -1.647, -2.844], [-6.940, 1.545, -3.446], [1.299, -0.657, 0.357], [-3.969, -0.633, -2.404], [-1.760, -0.811, -1.774], [7.323, 1.055, 3.528], [-0.755, -0.490, -0.724], [4.152, -0.996, 2.775], [-6.503, 0.099, -3.032], [0.552, -1.243, -0.614], [1.989, 0.247, 2.912], [7.308, 1.969, 2.483], [-7.644, -0.523, -2.270], [2.552, -1.069, 0.866], [5.353, 0.774, 1.575], [-2.607, -1.937, -3.643], [-0.723, 0.376, 0.331], [1.165, 1.053, 2.054], [5.182, -0.001, 2.719], [8.189, 1.108, 4.216], [-2.435, -2.660, -4.466], [8.050, 2.769, 2.385], [-0.476, -1.902, -3.075], [1.826, 1.715, 1.608], [4.545, -1.890, 2.458], [-8.487, -0.608, -2.937], [4.580, 0.753, 0.833], [-5.176, 0.583, -1.398], [-1.656, 0.989, 0.535], [-7.474, -1.599, -2.073], [-7.863, -0.122, -1.305], [0.904, -2.165, -1.114], [6.267, -0.534, 4.591], [6.377, 2.417, 0.681], [4.025, -1.278, 3.840], [-6.010, 2.046, -3.656], [0.392, 1.611, 2.541], [-7.629, 1.412, -4.215], [2.604, 0.929, 3.529], [-6.311, -0.535, -3.934], [1.409, -0.448, 3.532], [-7.505, 2.022, -2.593]], "lowdin_charge": [0.0623, 0.0841, -0.0095, -0.0171, 0.1258, 0.1654, -0.0821, -0.0323, -0.0362, -0.0543, -0.2187, -0.4158, -0.1724, -0.0806, -0.1371, -0.1300, -0.3896, 0.0615, -0.1423, -0.1210, -0.1045, -0.3576, 0.0009, -0.1203, 0.0280, -0.1263, -0.2457, 0.1065, 0.1179, 0.1098, 0.1132, 0.1146, 0.1124, 0.0709, 0.1011, 0.0664, 0.1424, 0.0828, 0.0679, 0.1277, 0.1313, 0.0881, 0.1425, 0.0675, 0.1378, 0.0449, 0.1510, 0.1373, 0.1385, 0.0927], "homo_ev": -8.343, "homo_lumo_gap_ha": 0.3211, "relative_energy_kcal_mol": 72.5, "total_energy_ha": -1162.98207, "lumo_ev": 0.40, "smiles": "CC(C)Nc1nccc(-c2cc3n(c2)CCN(Cc2ccccc2)C3=O)n1", "total_charge": 0}

---

(2)
{"formula": "C21H23N5O2", "method": "wB97M-V/def2-TZVPD", "species": ["O", "O", "N", "N", "N", "N", "N", "C", "C", "C", "C", "C", "C", "C", "C", "C", "C", "C", "C", "C", "C", "C", "C", "C", "C", "C", "C", "C", "H", "H", "H", "H", "H", "H", "H", "H", "H", "H", "H", "H", "H", "H", "H", "H", "H", "H", "H", "H", "H", "H", "H"], "xyz": [[-1.763, 0.407, 1.118], [-3.888, -4.401, -0.782], [-0.941, -2.485, -0.360], [-1.658, 0.295, -1.147], [-0.794, 1.318, -1.270], [-1.409, -3.645, 1.593], [-2.564, -4.209, 1.022], [-0.558, -2.982, 0.739], [-2.358, -2.515, -0.664], [2.021, 4.314, -1.132], [-3.026, -3.794, -0.183], [1.481, -3.308, 3.606], [-0.454, 0.846, -3.668], [1.739, 4.617, -3.483], [0.340, -0.932, 4.439], [3.222, 6.221, -2.234], [0.859, -2.833, 1.211], [0.914, 3.509, -3.531], [1.194, 3.212, -1.170], [0.632, 2.784, -2.375], [0.325, -1.269, 3.098], [-0.249, 1.613, -2.384], [-2.091, -0.112, 0.078], [2.311, 5.033, -2.289], [1.499, -2.966, 4.948], [-3.043, -1.302, 0.008], [0.899, -2.462, 2.671], [0.927, -1.778, 5.367], [1.940, 5.169, -4.391], [0.940, -1.512, 6.414], [-1.038, -4.135, 2.394], [0.965, 2.659, -0.274], [-0.109, -0.005, 4.759], [-1.397, 1.128, -4.140], [-0.473, -0.226, -3.468], [-3.314, -1.551, 1.035], [1.393, -3.773, 1.044], [1.933, -4.237, 3.285], [2.921, 6.896, -1.435], [-2.467, -2.464, -1.753], [1.959, -3.631, 5.665], [1.327, -2.059, 0.602], [-3.949, -1.034, -0.538], [-0.142, -0.609, 2.382], [2.452, 4.629, -0.192], [-1.913, -0.263, -1.959], [0.470, 3.231, -4.475], [0.356, 1.042, -4.363], [-2.878, -5.097, 1.387], [3.214, 6.764, -3.175], [4.244, 5.900, -2.030]], "lowdin_charge": [0.0713, 0.0677, 0.1364, 0.0530, 0.1133, 0.1016, 0.1067, -0.3553, -0.2503, -0.0387, -0.4582, -0.0594, -0.0222, -0.0462, -0.0665, -0.0540, -0.0621, -0.0354, -0.0171, -0.1809, -0.0238, -0.2752, -0.4776, -0.2831, -0.0901, -0.0355, -0.2472, -0.0915, 0.1081, 0.1002, 0.1502, 0.1101, 0.1071, 0.0926, 0.0764, 0.1273, 0.1234, 0.1079, 0.0800, 0.1407, 0.1005, 0.1301, 0.1288, 0.0959, 0.1132, 0.1303, 0.1048, 0.0738, 0.1632, 0.0727, 0.0829], "homo_ev": -8.197, "homo_lumo_gap_ha": 0.3226, "relative_energy_kcal_mol": 65.8, "total_energy_ha": -1238.27411, "lumo_ev": 0.58, "smiles": "C/C(=N\\NC(=O)C[C@H]1N=C(Cc2ccccc2)NNC1=O)c1ccc(C)cc1", "total_charge": 0}

---

(3)
{"formula": "C21H23N5OS2", "method": "wB97M-V/def2-TZVPD", "species": ["S", "S", "O", "N", "N", "N", "N", "N", "C", "C", "C", "C", "C", "C", "C", "C", "C", "C", "C", "C", "C", "C", "C", "C", "C", "C", "C", "C", "C", "H", "H", "H", "H", "H", "H", "H", "H", "H", "H", "H", "H", "H", "H", "H", "H", "H", "H", "H", "H", "H", "H", "H"], "xyz": [[2.389, 1.400, -0.957], [0.845, -3.925, -0.693], [4.264, -1.747, 0.447], [4.499, 0.586, 0.205], [4.721, 2.752, -0.034], [5.693, 0.873, 0.744], [-2.351, 0.654, -1.452], [0.320, -0.404, -1.255], [-5.641, 2.410, 0.504], [-0.407, -0.029, -0.055], [-5.600, 0.540, 1.999], [0.728, -4.568, 0.897], [3.923, 1.730, -0.262], [2.593, -0.307, -0.572], [1.503, -1.229, -1.025], [1.019, -3.639, 1.841], [3.775, -0.564, 0.033], [1.300, -2.371, -0.075], [1.341, -2.380, 1.285], [-4.736, -0.123, 1.144], [-6.054, 1.808, 1.681], [-4.323, 0.472, -0.040], [-0.592, -0.921, -2.255], [-4.783, 1.745, -0.352], [-1.423, 1.061, -0.415], [-3.398, -0.242, -0.990], [6.960, 2.967, 1.025], [-1.608, 0.177, -2.599], [5.787, 2.184, 0.579], [-3.016, -1.157, -0.509], [5.134, -1.591, 0.844], [-6.727, 2.325, 2.350], [-3.972, -0.549, -1.872], [1.007, -3.838, 2.897], [-5.992, 3.401, 0.253], [-4.449, 2.207, -1.268], [-1.990, 1.351, 0.472], [-5.916, 0.065, 2.917], [-0.877, 1.933, -0.787], [7.431, 3.442, 0.166], [-0.026, -1.180, -3.152], [0.296, 0.363, 0.681], [-2.306, -0.185, -3.356], [-4.382, -1.112, 1.399], [-1.060, 1.032, -3.006], [1.601, -1.522, 1.877], [6.639, 3.751, 1.707], [-1.116, -1.827, -1.905], [0.449, -5.594, 1.029], [1.786, -1.645, -2.003], [-0.926, -0.893, 0.394], [7.669, 2.310, 1.518]], "lowdin_charge": [1.1350, 1.0462, 0.1196, -0.0787, 0.1288, 0.1468, -0.1685, -0.1777, -0.0822, -0.1743, -0.0891, -0.4087, -0.5837, -0.3643, -0.3435, -0.1756, -0.3220, -0.4944, -0.1357, -0.0466, -0.0972, -0.2278, -0.1621, -0.0411, -0.1503, -0.1566, -0.0284, -0.1616, -0.4212, 0.1138, 0.1193, 0.0988, 0.1326, 0.1018, 0.1009, 0.1135, 0.1248, 0.1001, 0.1199, 0.0791, 0.1258, 0.1138, 0.1203, 0.1087, 0.1246, 0.1202, 0.0788, 0.1135, 0.0588, 0.1464, 0.1251, 0.0741], "homo_ev": -8.297, "homo_lumo_gap_ha": 0.3252, "total_energy_ha": -1959.40802, "lumo_ev": 0.55, "smiles": "Cc1nc2sc([C@@H](c3cccs3)N3CCN(Cc4ccccc4)CC3)c(O)n2n1", "total_charge": 0}

---

(4)
{"formula": "C21H24BrN6S4Ti", "method": "wB97M-V/def2-TZVPD", "species": ["Br", "Ti", "S", "S", "S", "S", "N", "N", "N", "N", "N", "N", "C", "C", "C", "C", "C", "C", "C", "C", "C", "C", "C", "C", "C", "C", "C", "C", "C", "C", "C", "C", "C", "H", "H", "H", "H", "H", "H", "H", "H", "H", "H", "H", "H", "H", "H", "H", "H", "H", "H", "H", "H", "H", "H", "H", "H"], "xyz": [[1.312, -3.048, -0.244], [0.396, -0.228, -0.478], [-0.744, -1.694, 1.802], [-2.834, 0.185, 0.246], [2.091, 0.036, 1.677], [-0.407, 2.111, 1.560], [4.527, 3.998, -1.981], [-1.077, 3.171, -2.638], [2.045, -0.051, -1.547], [-0.294, 1.350, -1.247], [-0.482, -1.493, -1.629], [-3.152, 4.378, -3.202], [-2.023, -2.243, -3.312], [-0.713, 2.234, -1.924], [-0.129, -2.788, -1.480], [2.610, 1.170, -1.455], [2.600, -0.903, -2.438], [-3.119, 1.601, 1.364], [1.700, -1.186, 2.977], [4.273, 0.669, -3.113], [2.069, 1.607, 2.610], [3.686, 1.571, -2.225], [-1.671, -3.573, -3.091], [-2.452, -1.557, 2.420], [4.165, 2.914, -2.093], [-2.195, 3.799, -2.915], [-3.374, -1.230, 1.251], [0.692, 2.119, 3.013], [-2.019, 1.890, 2.380], [3.703, -0.589, -3.204], [0.225, -1.378, 3.311], [-0.679, -3.847, -2.155], [-1.427, -1.243, -2.583], [5.126, 0.954, -3.710], [-2.144, -4.374, -3.641], [-0.195, -0.499, 3.795], [-4.390, -1.050, 1.600], [-3.241, 2.449, 0.690], [-1.681, -0.206, -2.737], [0.118, -2.235, 3.976], [0.248, 1.503, 3.793], [2.152, 1.866, -0.765], [2.247, -0.878, 3.867], [2.129, -1.865, -2.559], [-0.343, -4.854, -1.958], [2.565, 2.317, 1.947], [2.702, 1.458, 3.483], [-3.395, -2.060, 0.542], [0.781, 3.138, 3.388], [-2.497, -0.793, 3.194], [4.104, -1.328, -3.882], [-2.761, -1.986, -4.059], [-2.255, 2.809, 2.918], [2.133, -2.119, 2.618], [-4.065, 1.431, 1.877], [-1.915, 1.082, 3.103], [-2.726, -2.514, 2.863]], "lowdin_charge": [0.8895, 0.4451, 0.7936, 0.8450, 0.8335, 0.8762, 0.1921, 0.1186, -0.1048, -0.0775, -0.1398, 0.1211, -0.0260, -0.2977, -0.6676, -0.0902, -0.1116, -0.4821, -0.4835, 0.0232, -0.4757, -0.1819, -0.0304, -0.4756, -0.1620, -0.3601, -0.5054, -0.4867, -0.4873, -0.0154, -0.4715, -0.0777, -0.0976, 0.1343, 0.1203, 0.0593, 0.0877, 0.0787, 0.1051, 0.0948, 0.0657, 0.1113, 0.0925, 0.0768, 0.1172, 0.0801, 0.0893, 0.0751, 0.0898, 0.0669, 0.1225, 0.1231, 0.0925, 0.0616, 0.0897, 0.0471, 0.0886], "homo_ev": [-9.291, -11.285], "homo_lumo_gap_ha": [0.2243, 0.2944], "s_squared": 2.030, "relative_energy_kcal_mol": 50.5, "total_energy_ha": -6159.17305, "lumo_ev": [-3.19, -3.28], "total_charge": 1, "spin_multiplicity": 3}

---

(5)
{"formula": "C21H24Cl5IKN3O2PS", "method": "wB97M-V/def2-TZVPD", "species": ["I", "K", "Cl", "Cl", "Cl", "Cl", "Cl", "S", "P", "O", "O", "N", "N", "N", "C", "C", "C", "C", "C", "C", "C", "C", "C", "C", "C", "C", "C", "C", "C", "C", "C", "C", "C", "C", "C", "H", "H", "H", "H", "H", "H", "H", "H", "H", "H", "H", "H", "H", "H", "H", "H", "H", "H", "H", "H", "H", "H", "H", "H"], "xyz": [[-4.397, -2.400, -1.072], [-1.490, 0.458, -1.895], [1.891, 0.428, -1.459], [2.195, 6.621, -1.495], [4.832, 4.971, -1.414], [-0.563, 5.153, -1.516], [4.679, 1.848, -1.450], [-0.893, -2.420, -1.371], [-0.787, 0.153, 1.308], [-0.342, 2.255, -1.453], [-1.254, -1.683, -2.589], [-2.139, 2.239, 2.600], [-3.225, 0.068, 2.685], [-1.284, 0.507, 4.075], [3.679, -2.553, -1.779], [3.228, 2.775, -1.438], [0.902, 4.259, -1.463], [3.091, -2.626, -0.520], [3.305, 4.166, -1.439], [-4.351, -0.234, -1.571], [2.857, -2.529, -2.899], [-1.185, -4.194, -1.751], [-0.314, -0.013, 3.129], [1.483, -2.533, -2.761], [2.121, 4.902, -1.461], [-3.386, 1.498, 2.495], [0.765, 2.841, -1.447], [0.910, -2.578, -1.501], [5.165, -2.454, -1.926], [-2.564, -0.176, 3.950], [-2.513, -0.531, 1.577], [-1.510, 1.930, 3.869], [1.714, -2.633, -0.376], [2.007, 2.139, -1.438], [-1.266, 1.955, 1.481], [5.491, -1.446, -1.672], [-2.406, -1.252, 4.073], [-0.695, -4.455, -2.680], [-3.091, -0.373, 0.664], [-3.820, 1.677, 1.508], [-2.438, -1.611, 1.755], [-0.799, -4.780, -0.925], [5.467, -2.657, -2.951], [3.302, -2.480, -3.883], [5.674, -3.149, -1.260], [-3.217, 0.184, 4.755], [-2.167, 2.287, 4.673], [-4.995, 0.179, -0.770], [0.842, -2.475, -3.628], [-0.159, -1.078, 3.351], [1.270, -2.664, 0.609], [3.726, -2.649, 0.354], [0.634, 0.516, 3.286], [-2.260, -4.313, -1.833], [-4.069, 1.871, 3.268], [-0.345, 2.540, 1.589], [-5.000, -0.211, -2.461], [-0.551, 2.453, 3.932], [-1.754, 2.275, 0.559]], "lowdin_charge": [0.5236, 0.6938, 0.8151, 0.6534, 0.6213, 0.6936, 0.6581, 0.7758, 1.0134, -0.3402, -0.7004, -0.1569, -0.1539, -0.1661, -0.2930, -0.7160, -0.6224, -0.0591, -0.7368, -0.6856, -0.0523, -0.2314, -0.3462, -0.1034, -0.7237, -0.1888, -0.5333, -0.4291, -0.0477, -0.2079, -0.3705, -0.2080, -0.1105, -0.5861, -0.3354, 0.0729, 0.1236, 0.0538, 0.0049, 0.1315, 0.0784, 0.0529, 0.0743, 0.1126, 0.0773, 0.1226, 0.1228, -0.1264, 0.1139, 0.0783, 0.1048, 0.1140, 0.0809, -0.0246, 0.1243, 0.0950, -0.1313, 0.1237, 0.0768], "homo_ev": -3.875, "homo_lumo_gap_ha": 0.2218, "relative_energy_kcal_mol": 46.2, "total_energy_ha": -5067.51428, "lumo_ev": 2.16, "total_charge": -1}